(1)
ORCA calculation (the ωB97M-V functional and the def2-TZVPD basis) on C4H6O as an isolated structure.

Structure (XYZ):
```
11
Properties=species:S:1:pos:R:3:forces:R:3
C -0.599 0.698 -0.073 0.0 0.0 0.0
C -0.731 -0.838 -0.073 -0.1 -0.1 0.0
C 0.782 -1.166 0.126 -0.2 -0.2 -0.1
O 1.363 -0.327 -0.873 0.0 -0.1 0.0
C 0.914 0.603 0.063 0.0 0.4 0.0
H -1.071 1.150 0.804 0.1 -0.1 -0.1
H -0.920 1.233 -0.972 0.1 -0.1 0.1
H -1.355 -1.231 0.733 0.1 0.1 -0.1
H -1.057 -1.270 -1.024 0.1 0.0 0.1
H 1.047 -0.123 1.069 0.0 0.1 0.1
H 1.626 1.406 0.255 -0.1 -0.1 0.0
```
Positions in Å, forces in eV/Å.

Properties
Lowest unoccupied orbital energy (eV): 0.91
HOMO (eV): -8.68
Molecular weight (g mol⁻¹): 70.1
ΔE to the lowest compared entry with this formula, charge and spin (kJ/mol): 387.75

***

(2)
ORCA calculation (the ωB97M-V functional and the def2-TZVPD basis) on C46H66N2OPdSSbSi2Te2 as an isolated structure in a non-equilibrium geometry.

Structure (XYZ):
```
122
Properties=species:S:1:pos:R:3:forces:R:3
Pd 1.612 0.703 -0.475 -0.1 0.8 -1.5
S 5.208 2.691 -2.461 -0.8 -0.6 0.5
C 5.574 1.023 -2.440 -0.1 0.2 0.0
C 4.615 0.261 -1.835 0.1 -0.4 0.0
C 3.549 1.027 -1.317 -1.2 0.9 1.0
C 3.707 2.373 -1.608 0.6 -0.5 -0.3
C 2.754 3.408 -1.309 -0.4 1.0 0.1
C 2.870 4.737 -1.742 0.1 -0.4 0.1
C 1.850 5.625 -1.473 -0.1 -0.1 0.0
C 0.728 5.191 -0.769 0.2 0.0 0.0
C 0.705 3.881 -0.332 -0.3 0.3 0.2
N 1.683 3.029 -0.593 0.4 -0.8 -1.0
H 6.493 0.685 -2.875 0.2 -0.1 -0.1
H 4.675 -0.815 -1.794 0.1 0.0 0.1
H 3.747 5.030 -2.297 0.0 0.2 -0.1
H 1.929 6.648 -1.811 -0.1 0.1 0.0
H -0.096 5.853 -0.563 -0.1 0.1 0.1
H -0.113 3.492 0.272 0.1 0.0 -0.1
C -6.025 3.128 5.793 -0.1 0.0 0.1
C -5.153 2.717 4.655 0.0 0.0 -0.1
C -5.327 3.261 3.389 0.2 0.1 0.0
C -4.495 2.915 2.333 -0.2 -0.1 0.1
C -4.690 3.542 0.988 -0.1 -0.2 0.0
C -3.504 1.970 2.567 -1.8 0.7 -1.3
Te -2.187 1.513 0.819 2.6 -0.7 0.8
N -0.592 0.874 -0.719 0.3 -0.3 0.0
C -1.229 1.268 -1.769 1.4 -0.8 0.5
O -2.418 1.712 -1.671 -1.8 0.7 1.2
C -0.655 1.128 -3.141 -0.3 0.3 -0.4
C 0.714 1.037 -3.375 0.1 0.2 0.3
C 1.195 0.878 -4.665 0.0 0.0 -0.1
C 0.308 0.825 -5.730 0.1 -0.1 0.0
C -1.055 0.950 -5.504 0.0 -0.1 -0.1
C -1.539 1.108 -4.217 0.1 0.0 0.1
C -2.297 -0.581 1.123 0.0 0.3 0.1
C -1.101 -1.258 1.330 0.4 0.1 0.0
C -1.105 -2.621 1.558 0.0 0.1 0.0
C -2.311 -3.307 1.574 -0.1 0.0 0.0
C -3.496 -2.632 1.349 0.1 0.0 0.0
C -3.514 -1.259 1.119 0.2 0.3 0.0
C -4.804 -0.548 0.883 -0.2 0.1 0.0
C -3.271 1.428 3.822 0.3 -0.6 -0.3
C -2.161 0.461 4.093 0.1 -0.2 0.0
C -4.119 1.810 4.852 0.0 0.4 -0.3
H -6.896 3.673 5.443 -0.1 0.1 0.0
H -5.470 3.769 6.477 0.0 0.1 0.1
H -6.357 2.260 6.357 -0.1 -0.1 0.1
H -6.117 3.976 3.214 -0.1 0.1 0.0
H -5.466 4.302 1.035 0.0 0.0 -0.2
H -4.978 2.795 0.245 -0.1 0.0 -0.1
H -3.764 4.012 0.643 0.1 0.1 0.0
H 1.416 1.140 -2.537 -0.2 0.1 -0.7
H 2.260 0.813 -4.849 0.1 0.0 0.1
H 0.682 0.705 -6.738 0.0 0.0 0.0
H -1.740 0.936 -6.340 -0.1 0.0 0.0
H -2.594 1.232 -4.023 0.0 0.0 -0.1
H -0.164 -0.702 1.347 -0.2 -0.1 0.0
H -0.178 -3.143 1.747 0.1 0.0 0.1
H -2.319 -4.369 1.765 -0.1 -0.1 0.0
H -4.436 -3.164 1.359 -0.1 -0.1 0.0
H -5.507 -1.185 0.352 -0.1 0.0 -0.1
H -4.634 0.358 0.295 -0.3 -0.1 0.0
H -5.258 -0.265 1.834 -0.1 0.1 0.0
H -1.299 0.688 3.462 0.1 -0.1 0.2
H -2.474 -0.562 3.881 0.1 0.0 0.0
H -1.869 0.517 5.139 0.1 0.0 0.0
H -3.959 1.395 5.835 0.1 -0.1 0.2
C 0.301 3.468 3.967 -0.1 -0.1 0.0
C 1.145 2.215 4.047 0.2 -0.3 -0.6
Sb 2.003 1.497 2.141 0.8 -0.5 1.4
C 2.636 -0.488 2.825 -0.1 0.6 0.0
C 3.089 -1.310 1.635 0.0 0.0 0.2
C 3.903 2.539 2.493 -0.5 -0.2 -0.1
C 5.048 2.266 1.536 0.0 0.0 0.0
H -0.063 3.709 4.966 -0.1 0.2 0.0
H -0.570 3.330 3.323 0.0 0.1 -0.1
H 0.886 4.312 3.604 -0.1 0.1 -0.1
H 0.583 1.395 4.486 0.1 -0.2 0.0
H 2.026 2.396 4.657 0.1 -0.1 0.1
H 1.802 -0.973 3.334 0.0 0.1 0.1
H 3.450 -0.356 3.538 -0.1 0.0 0.1
H 2.271 -1.412 0.905 0.3 0.0 0.2
H 3.389 -2.307 1.948 0.1 -0.2 0.0
H 3.939 -0.839 1.138 0.0 -0.1 -0.1
H 4.156 2.201 3.499 -0.1 0.1 0.1
H 3.685 3.606 2.539 -0.1 0.0 0.1
H 5.117 1.210 1.273 0.1 0.0 -0.1
H 5.986 2.544 2.014 0.1 0.0 0.0
H 4.955 2.852 0.622 0.0 -0.1 0.0
C -2.848 -1.737 -2.365 0.4 -0.5 -0.4
Si -1.807 -3.176 -3.041 -0.2 0.0 0.0
C -1.836 -4.623 -1.804 0.1 0.6 -0.5
C -2.313 -3.738 -4.783 0.2 0.3 0.7
C 0.015 -2.509 -3.295 -0.5 0.1 0.5
Te 1.013 -1.791 -1.544 0.1 -0.9 -0.3
C 1.581 -3.735 -0.831 0.5 0.4 -0.3
Si 3.318 -4.459 -1.369 0.2 -0.1 0.1
C 4.660 -3.474 -0.448 -0.5 -0.4 -0.4
C 3.523 -4.308 -3.251 -0.2 -0.1 0.7
C 3.235 -6.259 -0.763 0.0 0.7 -0.3
H -3.768 -2.105 -1.921 -0.2 -0.2 0.1
H -3.124 -1.035 -3.145 0.0 0.1 -0.2
H -2.315 -1.187 -1.595 0.1 0.1 0.2
H -2.837 -5.045 -1.776 -0.2 0.0 0.0
H -1.593 -4.311 -0.792 0.1 0.1 0.1
H -1.168 -5.430 -2.092 0.1 -0.1 -0.1
H -3.358 -4.031 -4.786 -0.2 -0.1 0.0
H -1.737 -4.596 -5.117 0.1 -0.1 0.0
H -2.192 -2.946 -5.516 0.0 0.2 -0.1
H -0.019 -1.687 -4.006 0.1 0.2 0.0
H 0.646 -3.300 -3.688 0.2 -0.1 0.0
H 0.809 -4.413 -1.175 -0.3 0.0 -0.1
H 1.564 -3.711 0.254 0.0 0.1 0.2
H 4.491 -2.404 -0.506 0.0 0.2 0.0
H 5.639 -3.677 -0.871 0.2 -0.1 -0.2
H 4.711 -3.744 0.602 -0.1 -0.1 0.2
H 3.309 -3.305 -3.613 0.0 0.2 0.0
H 2.888 -5.005 -3.790 -0.2 -0.1 -0.1
H 4.547 -4.543 -3.528 0.2 0.0 0.0
H 3.009 -6.322 0.298 0.0 0.1 0.2
H 4.190 -6.752 -0.918 0.2 -0.1 -0.1
H 2.485 -6.837 -1.295 -0.1 0.0 -0.1
```
Positions in Å, forces in eV/Å.

Properties
Lowest unoccupied orbital energy (spin up / spin down) (eV): -7.70 / -7.84
2S+1: 2
HOMO (spin up / spin down) (eV): -12.27 / -12.22
Molecular weight (g mol⁻¹): 1234.7
Total charge: +2

***

(3)
ORCA calculation (the ωB97M-V functional and the def2-TZVPD basis) on a 5-piece molecular cluster, C28H21N3O20PS overall in a non-equilibrium geometry.

Structure (XYZ):
```
74
Properties=species:S:1:pos:R:3:forces:R:3
O 7.599 -7.416 -1.730 -0.1 -0.3 0.3
N 8.013 -7.978 -0.837 1.0 0.0 -1.4
O 7.370 -7.544 0.490 -1.1 -0.2 0.9
C 6.058 -7.305 0.399 1.5 0.6 0.4
C 5.544 -6.025 0.570 -0.2 0.0 -0.1
C 4.202 -5.909 0.429 0.1 0.3 0.2
C 3.466 -7.060 0.125 -1.8 -0.5 -0.4
P 1.637 -6.832 -0.100 -0.9 1.9 0.9
O 1.518 -6.320 -1.613 0.5 -0.9 -0.1
O 0.968 -8.245 0.005 0.5 -0.5 -0.3
S 0.939 -5.529 1.107 0.3 -0.4 0.0
N 3.939 -8.269 -0.006 0.7 0.4 0.0
N 5.264 -8.327 0.152 -0.3 -0.7 -0.1
H 6.189 -5.193 0.776 0.3 0.1 0.1
H 3.685 -4.967 0.527 -0.1 0.2 0.0
H 2.363 -5.968 -1.912 -0.1 0.3 -0.4
H 1.598 -8.970 -0.111 -0.2 -0.3 -0.2
H 5.676 -9.251 0.072 -0.1 -0.1 0.1
C -2.716 -3.338 3.039 0.2 0.0 -0.1
C -3.770 -3.264 3.865 0.1 0.0 -0.4
C -3.636 -3.506 5.344 0.4 -0.1 0.3
O -4.631 -3.403 6.031 -0.2 0.1 -0.1
C -2.324 -3.854 5.869 -0.1 0.0 0.1
C -1.276 -3.930 5.041 -0.1 0.0 0.3
C -1.407 -3.662 3.569 -0.4 0.1 -0.3
O -0.400 -3.735 2.884 0.2 0.1 0.3
O -0.053 -4.245 5.452 0.1 0.0 -0.2
O -4.990 -2.974 3.446 -0.1 0.0 0.2
H -2.799 -3.164 1.976 0.0 0.0 0.0
H -2.241 -4.042 6.930 0.0 0.0 0.0
H 0.508 -4.226 4.655 0.1 0.0 -0.1
H -5.559 -2.982 4.239 -0.1 0.0 0.0
C 4.222 -1.391 0.330 -0.1 -0.3 -0.1
C 4.045 -0.108 0.686 0.3 -0.2 0.1
C 2.843 0.675 0.230 -0.5 -0.1 -0.4
O 2.736 1.825 0.605 0.5 0.0 0.3
C 1.877 0.021 -0.632 0.0 0.1 0.0
C 2.059 -1.257 -0.987 -0.1 0.2 0.0
C 3.246 -2.046 -0.512 0.3 0.2 0.2
O 3.341 -3.217 -0.863 -0.1 -0.2 -0.1
O 1.209 -1.909 -1.772 0.2 -0.1 0.0
O 4.898 0.546 1.448 -0.1 0.2 0.0
H 5.081 -1.964 0.651 0.0 0.1 0.0
H 1.027 0.608 -0.962 0.0 -0.1 0.0
H 1.556 -2.811 -1.869 -0.1 -0.1 0.0
H 4.535 1.448 1.555 0.0 0.1 0.0
C 0.344 3.860 0.000 0.0 -0.2 0.0
C 0.163 5.141 0.351 0.2 -0.3 0.0
C -1.040 5.924 -0.102 -0.4 -0.1 -0.3
O -1.141 7.075 0.273 0.2 0.1 0.1
C -2.011 5.265 -0.965 -0.1 0.2 0.0
C -1.822 3.986 -1.314 -0.2 0.2 0.0
C -0.635 3.201 -0.841 0.4 0.1 0.3
O -0.538 2.031 -1.186 -0.3 0.0 -0.2
O -2.668 3.324 -2.101 0.1 -0.1 0.0
O 1.018 5.805 1.115 -0.1 0.1 0.0
H 1.200 3.282 0.318 -0.1 0.1 0.0
H -2.869 5.845 -1.300 0.4 -0.2 0.2
H -2.303 2.426 -2.195 0.0 -0.1 0.0
H 0.646 6.702 1.215 0.0 0.1 0.0
C -3.816 9.074 -3.143 0.1 -0.1 0.1
C -4.322 9.910 -4.062 0.3 -0.1 0.2
C -5.678 9.687 -4.675 -0.4 -0.4 0.1
O -6.075 10.498 -5.487 0.2 0.2 -0.1
C -6.434 8.515 -4.266 0.0 0.1 -0.1
C -5.925 7.680 -3.351 -0.3 0.0 -0.2
C -4.582 7.920 -2.722 0.4 0.3 0.0
O -4.193 7.125 -1.883 -0.5 0.0 -0.1
O -6.563 6.593 -2.937 0.2 0.0 0.1
O -3.676 10.981 -4.491 -0.1 0.1 -0.1
H -2.845 9.225 -2.693 0.0 0.0 0.0
H -7.400 8.355 -4.724 0.0 0.0 0.0
H -5.982 6.171 -2.278 0.0 0.0 0.1
H -4.262 11.408 -5.144 0.0 0.1 0.0
```
Positions in Å, forces in eV/Å.

Properties
Lowest unoccupied orbital energy (eV): -5.42
HOMO (eV): -10.65
Molecular weight (g mol⁻¹): 782.5
Total charge: +1

***

(4)
ORCA calculation (the ωB97M-V functional and the def2-TZVPD basis) on one molecule with the formula C3H6N2O.

Structure (XYZ):
```
12
Properties=species:S:1:pos:R:3:forces:R:3
C 0.953 -1.640 -1.501 0.1 -0.2 -0.1
N 0.378 -0.351 -1.215 -0.1 0.0 0.4
C 0.042 -0.117 -0.021 0.1 -0.1 -0.3
N -0.511 1.120 0.291 -0.1 0.0 0.3
C -0.847 1.393 1.480 0.1 -0.1 -0.2
O -1.371 2.591 1.739 0.0 0.1 0.0
H 1.959 -1.494 -1.912 -0.1 -0.1 0.0
H 1.017 -2.302 -0.622 0.0 0.1 -0.1
H 0.354 -2.133 -2.275 0.1 0.0 0.1
H 0.169 -0.857 0.793 0.0 0.1 -0.1
H -0.769 0.768 2.377 0.0 0.0 -0.2
H -1.375 3.022 0.866 -0.1 0.2 0.2
```
Positions in Å, forces in eV/Å.

Properties
Structure (SMILES): C/N=C/N=C/O
Lowest unoccupied orbital energy (eV): 1.04
HOMO (eV): -9.59
Molecular weight (g mol⁻¹): 86.1
ΔE to the lowest compared entry with this formula, charge and spin (kJ/mol): 152.82